Molecular formula: C24H31GaO7
Method: DFT, ωB97M-V/def2-TZVPD

ORCA input file:
```
! RIJCOSX wB97M-V def2-TZVPD def2/J DEFGRID3
* xyz -2 1
C 0.21 -0.39 -3.51
C -0.16 -1.00 -2.14
C 0.10 1.13 -3.34
C -1.05 1.28 -2.33
H -0.13 1.60 -4.31
H 1.05 1.52 -2.96
C -1.31 -0.12 -1.68
H 0.72 -0.90 -1.49
H -0.43 -2.06 -2.22
C -1.48 0.14 -0.19
H -2.24 -0.54 -2.09
H -1.97 1.59 -2.86
C -0.85 2.20 -1.08
C 1.54 -0.90 -4.05
C -0.69 -0.88 -4.63
O -1.00 -0.23 -5.61
O 2.41 -1.43 -3.37
O 1.65 -0.78 -5.38
O -1.13 -2.14 -4.39
C -0.62 -3.25 -5.16
H -0.28 -4.00 -4.45
H 0.21 -2.98 -5.81
H -1.44 -3.66 -5.75
C 2.97 -1.09 -5.82
H 3.71 -0.56 -5.21
H 3.02 -0.77 -6.86
H 3.15 -2.17 -5.74
O -1.53 1.56 0.03
H -0.63 -0.25 0.41
H -2.41 -0.30 0.20
C -1.47 3.57 -1.33
C 0.62 2.39 -0.68
H 1.14 3.03 -1.40
H 1.14 1.42 -0.61
H 0.65 2.86 0.31
H -1.31 4.21 -0.46
H -2.54 3.49 -1.52
H -1.00 4.05 -2.20
Ga -0.06 0.29 3.64
C -1.92 -0.31 5.61
C -2.26 -0.02 4.24
C -2.00 -1.23 3.46
H -2.89 0.81 3.90
C -1.50 -2.21 4.36
C -1.44 -1.64 5.66
H -1.12 -2.17 6.56
H -2.07 0.36 6.45
H -2.31 -1.38 2.43
H -1.25 -3.24 4.11
C 2.21 0.52 4.70
C 1.98 -0.50 5.66
C 1.86 -1.74 4.98
H 1.96 -0.36 6.74
C 2.02 -1.53 3.60
C 2.20 -0.11 3.38
H 2.59 0.35 2.47
H 2.52 1.55 4.89
H 1.70 -2.70 5.46
H 2.05 -2.29 2.82
O -0.24 4.21 3.40
C -0.21 3.03 3.67
O -0.25 2.02 2.79
H -0.15 2.62 4.71
*
```

Results
Maximum force   0.0469 hartree/bohr
HOMO (spin up / spin down)   -0.6 / 2.0 eV
Orbital gap (spin up / spin down)   5.298 / 2.825 eV
LUMO level (spin up / spin down)   4.726 / 4.864 eV

Atom charges from the Mulliken analysis, given in e for atoms 1 to 5: number 1, C, carries 3.246; number 2, C, carries -1.890; number 3, C, carries -1.489; number 4, C, carries -0.098; number 5, H, carries 0.290